Computed, not measured: 14 unconnected molecules or ions with the total composition H28O14 at a distorted geometry, with wB97M-V/def2-TZVPD.

Computed properties:
* HOMO-LUMO gap: 9.442 eV
* HOMO: -9.50 eV

ORCA input file:
```
! wB97M-V def2-TZVPD RIJCOSX def2/J DEFGRID3
* xyz 0 1
H 0.39 -0.63 0.11
H -0.88 0.17 0.30
H 0.66 -2.88 0.62
H 0.86 -3.47 -0.77
H 1.09 -0.40 3.27
H 1.64 -1.81 3.11
H -0.52 1.10 1.65
H 0.18 2.43 1.86
H -3.13 3.48 -1.52
H -3.01 3.39 -0.01
H -5.41 -1.50 -0.71
H -3.91 -1.39 -0.49
H -3.05 -0.05 -1.70
H -3.05 0.29 -0.22
H 2.25 0.63 -1.78
H 1.28 -0.37 -2.38
H 4.23 -2.32 -0.06
H 4.41 -1.52 -1.34
H -4.18 -0.54 2.23
H -5.40 0.28 1.85
H 1.45 3.44 -2.11
H 1.80 3.31 -0.63
H 3.60 1.63 -1.61
H 3.97 0.19 -1.28
H -0.88 -1.89 -2.10
H -1.56 -1.32 -3.33
H 2.70 0.76 2.68
H 3.72 0.24 3.69
O -0.22 -0.05 -0.36
O 0.20 -3.38 -0.06
O 1.08 -1.15 2.68
O 0.31 1.48 1.95
O -2.54 3.16 -0.82
O -4.64 -0.97 -0.95
O -2.71 -0.35 -0.85
O 1.51 0.05 -1.55
O 4.38 -2.43 -1.00
O -4.77 0.15 2.56
O 2.19 3.49 -1.49
O 4.26 1.10 -1.15
O -1.74 -1.65 -2.44
O 2.78 0.39 3.57
*
```